Computed, not measured: a molecular structure, C23H23HfN6O7S, with wB97M-V/def2-TZVPD.

Last column: Mulliken charge in e.
Positions of all 61 atoms, in Å:
Hf1 -0.78 1.20 -0.50  1.92
N1 2.45 4.19 0.91  -0.41
C1 1.65 3.13 0.74  0.75
S1 1.23 2.70 -0.91  -0.60
N2 1.25 2.49 1.79  -1.36
N3 0.35 1.49 1.51  0.61
C2 0.25 0.57 2.41  0.54
C3 1.15 0.48 3.59  -0.27
C4 0.64 0.57 4.88  0.05
C5 1.49 0.47 5.97  -0.81
C6 2.85 0.26 5.77  -0.40
C7 3.36 0.17 4.48  -0.80
C8 2.51 0.29 3.39  -0.15
C9 -0.85 -0.41 2.25  0.39
C10 -0.94 -1.52 3.07  -0.68
C11 -2.06 -2.32 2.98  -0.59
C12 -3.06 -1.98 2.08  -1.03
C13 -2.85 -0.89 1.25  -0.01
N4 -1.76 -0.13 1.30  0.01
H1 2.81 4.69 0.12  0.21
H2 2.76 4.43 1.84  0.23
H3 -0.42 0.72 5.03  0.51
H4 1.10 0.55 6.97  0.41
H5 3.51 0.17 6.62  0.41
H6 4.41 0.01 4.32  0.41
H7 2.90 0.23 2.38  0.47
H8 -0.15 -1.73 3.78  0.55
H9 -2.16 -3.20 3.61  0.49
H10 -3.97 -2.54 2.01  0.43
H11 -3.62 -0.62 0.54  0.44
N5 -1.54 2.63 -2.34  -0.46
C14 -2.78 3.36 -1.96  -0.64
C15 -3.24 2.68 -0.67  0.60
O1 -4.33 2.18 -0.53  -0.65
O2 -2.23 2.55 0.16  -0.66
H12 -0.78 3.27 -2.51  0.37
H13 -1.67 2.10 -3.19  0.22
H14 -3.55 3.29 -2.73  0.36
H15 -2.56 4.41 -1.77  0.35
O3 0.01 0.29 -2.39  -0.60
C16 0.47 -0.73 -1.77  0.83
O4 0.28 -0.78 -0.52  -0.58
C17 1.18 -1.80 -2.49  0.31
C18 1.73 -2.87 -1.78  -0.54
C19 2.41 -3.87 -2.46  -0.71
C20 2.54 -3.81 -3.84  -0.46
C21 1.98 -2.74 -4.51  -0.29
C22 1.31 -1.73 -3.87  -0.19
N6 2.11 -2.67 -5.99  1.05
O5 1.54 -1.75 -6.55  -0.60
O6 2.73 -3.55 -6.53  -0.60
H16 1.62 -2.90 -0.70  0.54
H17 2.84 -4.70 -1.91  0.43
H18 3.06 -4.57 -4.40  0.52
H19 0.90 -0.90 -4.42  0.70
C23 -2.94 -0.31 -2.75  -0.81
O7 -2.62 0.16 -1.42  -0.33
H20 -3.56 0.43 -3.26  0.34
H21 -3.48 -1.25 -2.68  0.28
H22 -2.01 -0.46 -3.29  0.27
H23 -3.43 0.57 -1.05  0.24

Computed properties:
**Total charge**: +1
**Frontier orbital gap**: 7.619 eV
**Largest force on an atom**: 0.53 eV/Å
**Energy above the lowest of the compared OMol25 structures with the same formula, charge and spin**: 4.8 kcal/mol